1.
Here is an isolated molecule of C23H26N2O2 in a non-equilibrium geometry from the Open Molecules 2025 dataset. Energies are from ωB97M-V with the def2-TZVPD basis set.

Values from the calculation:
structure (SMILES)	CN(C)C[C@@H]1CCC[N@@H+]1[C@@H](C1=C([O-])c2ccccc2C1=O)c1ccccc1
relative energy (zero: lowest compared OMol25 entry of this formula, charge and spin)	4.1215	eV
lowest unoccupied orbital energy	0.281	eV

Bonds (Å) are listed after each position.
Positions of all 53 atoms, in Å:
1 C -2.630 2.608 -0.590  N2 1.461, H28 1.098, H29 1.098, H30 1.111
2 N -2.504 1.851 0.654  C1 1.461, C3 1.466, C4 1.465
3 C -3.707 2.065 1.463  N2 1.466, H31 1.095, H32 1.108, H33 1.098
4 C -1.254 2.150 1.357  N2 1.465, C5 1.512, H34 1.110, H35 1.107
5 C -0.709 0.952 2.102  C4 1.512, C6 1.508, N9 1.553, H36 1.113
6 C 0.404 1.397 3.018  C5 1.508, C7 1.514, H37 1.105, H38 1.093
7 C 1.175 0.121 3.278  C6 1.514, C8 1.521, H39 1.082, H40 1.098
8 C 1.278 -0.542 1.912  C7 1.521, N9 1.549, H41 1.092, H42 1.100
9 N -0.046 -0.139 1.218  C5 1.553, C8 1.549, C10 1.441, H43 1.021
10 C -0.109 0.039 -0.210  N9 1.441, C11 1.467, C22 1.517, H44 1.086
11 C 1.137 -0.376 -0.862  C10 1.467, C12 1.441, C20 1.452
12 C 1.434 -1.721 -1.286  C11 1.441, O13 1.240, C14 1.493
13 O 0.771 -2.760 -1.143  C12 1.240
14 C 2.846 -1.648 -1.765  C12 1.493, C15 1.392, C19 1.404
15 C 3.673 -2.709 -2.124  C14 1.392, C16 1.397, H45 1.089
16 C 5.043 -2.462 -2.239  C15 1.397, C17 1.417, H46 1.087
17 C 5.585 -1.190 -1.929  C16 1.417, C18 1.397, H47 1.090
18 C 4.747 -0.142 -1.540  C17 1.397, C19 1.394, H48 1.096
19 C 3.372 -0.371 -1.514  C14 1.404, C18 1.394, C20 1.495
20 C 2.287 0.503 -0.972  C11 1.452, C19 1.495, O21 1.244
21 O 2.378 1.677 -0.573  C20 1.244
22 C -1.327 -0.642 -0.804  C10 1.517, C23 1.398, C27 1.395
23 C -1.766 -1.872 -0.303  C22 1.398, C24 1.395, H49 1.087
24 C -2.916 -2.453 -0.838  C23 1.395, C25 1.399, H50 1.088
25 C -3.610 -1.833 -1.883  C24 1.399, C26 1.399, H51 1.089
26 C -3.134 -0.629 -2.414  C25 1.399, C27 1.400, H52 1.089
27 C -1.948 -0.076 -1.917  C22 1.395, C26 1.400, H53 1.095
28 H -1.678 2.603 -1.137  C1 1.098
29 H -3.405 2.140 -1.211  C1 1.098
30 H -2.924 3.660 -0.387  C1 1.111
31 H -3.612 1.636 2.466  C3 1.095
32 H -3.921 3.149 1.556  C3 1.108
33 H -4.564 1.605 0.953  C3 1.098
34 H -0.486 2.508 0.642  C4 1.110
35 H -1.432 2.953 2.099  C4 1.107
36 H -1.489 0.412 2.685  C5 1.113
37 H 1.022 2.142 2.484  C6 1.105
38 H 0.004 1.886 3.910  C6 1.093
39 H 2.153 0.303 3.703  C7 1.082
40 H 0.612 -0.529 3.961  C7 1.098
41 H 2.106 -0.169 1.304  C8 1.092
42 H 1.334 -1.640 1.941  C8 1.100
43 H -0.596 -0.985 1.373  N9 1.021
44 H -0.150 1.099 -0.445  C10 1.086
45 H 3.207 -3.676 -2.303  C15 1.089
46 H 5.695 -3.267 -2.568  C16 1.087
47 H 6.661 -1.034 -2.000  C17 1.090
48 H 5.124 0.849 -1.259  C18 1.096
49 H -1.195 -2.426 0.438  C23 1.087
50 H -3.247 -3.410 -0.438  C24 1.088
51 H -4.532 -2.278 -2.255  C25 1.089
52 H -3.672 -0.125 -3.216  C26 1.089
53 H -1.486 0.798 -2.388  C27 1.095

***

2.
Here is a cluster of 2 separate species, C3H8NO in total in a non-equilibrium geometry from the Open Molecules 2025 dataset. Energies are from ωB97M-V with the def2-TZVPD basis set.

Values from the calculation:
charge	+1
relative energy (zero: lowest compared OMol25 entry of this formula, charge and spin)	1.1597	eV
lowest unoccupied orbital energy	-5.207	eV

Bonds (Å) are listed after each position.
Positions of all 13 atoms, in Å:
1 C -0.243 0.790 2.083  N2 1.276, H3 1.086, H4 1.086
2 N -1.183 0.386 1.321  C1 1.276, H5 1.052, H6 1.016
3 H -0.442 1.439 2.930  C1 1.086
4 H 0.786 0.532 1.852  C1 1.086
5 H -0.900 -0.353 0.628  N2 1.052
6 H -2.126 0.751 1.422  N2 1.016
7 C 0.849 0.400 -1.816  C8 1.319, H10 1.078, H11 1.093
8 C 0.787 -0.842 -1.375  C7 1.319, O9 1.394, H12 1.085
9 O -0.303 -1.243 -0.603  C8 1.394, H13 0.968
10 H 1.673 0.838 -2.355  C7 1.078
11 H -0.070 0.991 -1.855  C7 1.093
12 H 1.639 -1.509 -1.450  C8 1.085
13 H -0.467 -2.180 -0.783  O9 0.968

***

3.
Here is an isolated molecule of C4H8O2 from the Open Molecules 2025 dataset. Energies are from ωB97M-V with the def2-TZVPD basis set.

Values from the calculation:
structure (SMILES)	C[C@@H](O)CC=O
relative energy (zero: lowest compared OMol25 entry of this formula, charge and spin)	1.0631	eV
lowest unoccupied orbital energy	0.776	eV

Bonds (Å) are listed after each position.
Positions of all 14 atoms, in Å:
1 C -1.660 -0.269 -0.480  C2 1.522, H7 1.096, H8 1.095, H9 1.095
2 C -0.292 0.361 -0.260  C1 1.522, O3 1.420, C4 1.521, H10 1.104
3 O -0.361 1.423 0.681  C2 1.420, H11 0.966
4 C 0.710 -0.647 0.282  C2 1.521, C5 1.517, H12 1.095, H13 1.099
5 C 2.123 -0.102 0.378  C4 1.517, O6 1.209, H14 1.113
6 O 3.095 -0.819 0.395  C5 1.209
7 H -2.362 0.459 -0.902  C1 1.096
8 H -1.593 -1.113 -1.175  C1 1.095
9 H -2.065 -0.628 0.472  C1 1.095
10 H 0.091 0.743 -1.222  C2 1.104
11 H -1.007 2.061 0.353  O3 0.966
12 H 0.720 -1.554 -0.333  C4 1.095
13 H 0.393 -0.975 1.282  C4 1.099
14 H 2.229 1.004 0.438  C5 1.113

***

4.
Here is a cluster of 5 separate species, C23H48BrNO10 in total from the Open Molecules 2025 dataset. Energies are from ωB97M-V with the def2-TZVPD basis set.

Values from the calculation:
structure (SMILES)	CCCCOCOC[C@@H](N)Br.CCOC(C)=O.CCOC(C)=O.CCOC(C)=O.CCOC(C)=O
lowest unoccupied orbital energy	0.493	eV

Bonds (Å) are listed after each position.
Positions of all 83 atoms, in Å:
1 C 5.247 0.345 1.256  C2 1.540, H12 1.094, H13 1.094, H14 1.095
2 C 4.690 0.520 -0.169  C1 1.540, C3 1.542, H15 1.090, H16 1.097
3 C 4.492 1.989 -0.594  C2 1.542, C4 1.527, H17 1.095, H18 1.098
4 C 3.082 2.507 -0.318  C3 1.527, O5 1.422, H19 1.100, H20 1.099
5 O 2.575 1.897 0.863  C4 1.422, C6 1.392
6 C 1.227 2.136 1.114  O5 1.392, O7 1.407, H21 1.098, H22 1.097
7 O 0.365 1.738 0.076  C6 1.407, C8 1.407
8 C 0.496 0.415 -0.387  O7 1.407, C9 1.528, H23 1.096, H24 1.093
9 C 0.210 -0.714 0.601  C8 1.528, N10 1.442, Br11 1.964, H25 1.094
10 N 1.325 -1.075 1.442  C9 1.442, H26 1.010, H27 1.009
11 Br -1.387 -0.264 1.652  C9 1.964
12 H 5.167 1.270 1.834  C1 1.094
13 H 6.300 0.047 1.247  C1 1.094
14 H 4.683 -0.412 1.811  C1 1.095
15 H 3.734 0.000 -0.238  C2 1.090
16 H 5.351 0.027 -0.892  C2 1.097
17 H 4.662 2.106 -1.670  C3 1.095
18 H 5.241 2.615 -0.091  C3 1.098
19 H 3.065 3.598 -0.187  C4 1.100
20 H 2.410 2.267 -1.154  C4 1.099
21 H 1.021 3.209 1.233  C6 1.098
22 H 1.004 1.598 2.042  C6 1.097
23 H 1.510 0.224 -0.756  C8 1.096
24 H -0.202 0.343 -1.225  C8 1.093
25 H -0.100 -1.579 0.009  C9 1.094
26 H 1.373 -2.080 1.533  N10 1.010
27 H 1.254 -0.703 2.377  N10 1.009
28 C 2.708 -5.168 -0.763  C29 1.513, H34 1.090, H35 1.090, H36 1.090
29 C 2.266 -4.626 -2.105  C28 1.513, O30 1.434, H37 1.090, H38 1.089
30 O 2.228 -3.192 -2.122  C29 1.434, C31 1.350
31 C 3.326 -2.446 -2.369  O30 1.350, C32 1.508, O33 1.202
32 C 4.682 -3.093 -2.495  C31 1.508, H39 1.091, H40 1.088, H41 1.086
33 O 3.191 -1.254 -2.432  C31 1.202
34 H 3.732 -4.877 -0.529  C28 1.090
35 H 2.656 -6.257 -0.766  C28 1.090
36 H 2.055 -4.796 0.027  C28 1.090
37 H 2.886 -4.999 -2.919  C29 1.090
38 H 1.239 -4.917 -2.319  C29 1.089
39 H 5.141 -3.092 -1.505  C32 1.091
40 H 5.292 -2.473 -3.150  C32 1.088
41 H 4.669 -4.114 -2.866  C32 1.086
42 C 5.210 2.180 -7.670  C43 1.514, H48 1.090, H49 1.090, H50 1.090
43 C 4.710 0.753 -7.724  C42 1.514, O44 1.432, H51 1.090, H52 1.089
44 O 5.573 -0.152 -7.026  C43 1.432, C45 1.352
45 C 5.497 -0.339 -5.689  O44 1.352, C46 1.508, O47 1.202
46 C 4.566 0.505 -4.855  C45 1.508, H53 1.091, H54 1.084, H55 1.086
47 O 6.215 -1.170 -5.201  C45 1.202
48 H 5.215 2.565 -6.650  C42 1.090
49 H 4.568 2.823 -8.273  C42 1.090
50 H 6.224 2.237 -8.065  C42 1.090
51 H 3.688 0.668 -7.354  C43 1.090
52 H 4.716 0.383 -8.748  C43 1.089
53 H 5.098 1.404 -4.541  C46 1.091
54 H 4.328 -0.083 -3.976  C46 1.084
55 H 3.653 0.804 -5.362  C46 1.086
56 C -2.914 1.718 4.456  C57 1.513, H62 1.090, H63 1.089, H64 1.091
57 C -3.644 0.423 4.734  C56 1.513, O58 1.436, H65 1.090, H66 1.089
58 O -4.000 0.279 6.117  C57 1.436, C59 1.348
59 C -5.124 0.821 6.626  O58 1.348, C60 1.511, O61 1.201
60 C -5.934 1.782 5.787  C59 1.511, H67 1.091, H68 1.087, H69 1.086
61 O -5.425 0.550 7.756  C59 1.201
62 H -3.546 2.586 4.645  C56 1.090
63 H -2.601 1.749 3.413  C56 1.089
64 H -2.029 1.796 5.088  C56 1.091
65 H -4.521 0.308 4.095  C57 1.090
66 H -2.991 -0.428 4.544  C57 1.089
67 H -5.588 2.793 6.006  C60 1.091
68 H -6.970 1.702 6.106  C60 1.087
69 H -5.879 1.618 4.714  C60 1.086
70 C -9.945 -0.649 3.261  C71 1.513, H76 1.090, H77 1.090, H78 1.090
71 C -9.400 0.762 3.220  C70 1.513, O72 1.434, H79 1.090, H80 1.089
72 O -7.968 0.791 3.154  C71 1.434, C73 1.349
73 C -7.289 0.689 1.993  O72 1.349, C74 1.511, O75 1.200
74 C -8.021 0.317 0.725  C73 1.511, H81 1.091, H82 1.086, H83 1.086
75 O -6.101 0.860 2.013  C73 1.200
76 H -9.723 -1.194 2.344  C70 1.090
77 H -11.028 -0.624 3.387  C70 1.090
78 H -9.512 -1.193 4.099  C70 1.090
79 H -9.828 1.346 2.405  C71 1.090
80 H -9.627 1.286 4.147  C71 1.089
81 H -7.985 -0.768 0.626  C74 1.091
82 H -7.479 0.750 -0.110  C74 1.086
83 H -9.060 0.630 0.691  C74 1.086

***

| no. | molar mass (Da) | DFT total energy (eV) | gap between HOMO and LUMO (eV) |
| --- | --- | --- | --- |
| 1 | 362.473 | -31346.552 | 7.38 |
| 2 | 74.103 | -6770.010 | 8.40 |
| 3 | 88.106 | -8372.219 | 10.47 |
| 4 | 578.538 | -116636.772 | 9.87 |